54
Properties=species:S:1:pos:R:3 method="wB97M-V/def2-TZVPD" total_charge=0 homo_ha="-0.274 / -0.302" e_above_lowest_kcal_mol=71.59 spin_multiplicity=3
Pd -0.61947 0.34909 -0.53987
Cl -1.53042 -0.86095 1.64480
F 0.07841 1.81599 -1.94026
C 2.98751 -0.99203 -1.39022
C 1.81616 -2.03109 -1.10129
C 2.17545 -3.31048 -0.31578
O 1.15931 -4.35555 -0.28240
C 1.56552 -5.32698 0.70409
N 0.82536 -1.33875 -0.27219
H 3.36793 -0.52749 -0.48051
H 2.59052 -0.06005 -1.79260
H 3.77302 -1.24128 -2.10363
H 1.28960 -2.30841 -2.01449
H 2.82541 -3.20283 0.55259
H 2.90396 -3.61574 -1.06690
H 1.53060 -4.72339 1.61105
H 2.58738 -5.69123 0.59810
H 0.84966 -6.14863 0.68140
H 0.14479 -2.08502 -0.27192
H 1.24287 -1.30997 0.64702
C -4.03882 1.81315 -2.47463
C -3.35946 0.71673 -1.63131
C -2.47444 -0.20999 -2.53868
O -1.67425 -1.08334 -1.76342
C -2.23576 -2.41339 -1.61754
N -2.63905 1.39248 -0.65092
H -3.97619 1.64294 -3.54944
H -3.67608 2.79849 -2.18202
H -5.10588 1.82025 -2.25230
H -4.18223 0.13352 -1.21775
H -1.91188 0.53581 -3.10030
H -3.02784 -0.76123 -3.29894
H -2.23423 -2.98345 -2.54659
H -3.11785 -2.42423 -0.97730
H -1.50862 -2.92471 -0.98674
H -3.32236 1.87093 -0.08147
H -2.31157 2.24340 -1.08542
C 2.45607 2.33746 0.74031
C 1.40022 1.70764 1.61024
C 1.20483 2.27464 2.99111
O 0.27970 3.29525 3.07129
C 0.22490 3.87508 4.33447
N 0.17712 1.88561 0.87821
H 3.40076 2.41068 1.27912
H 2.22072 3.35034 0.41353
H 2.65150 1.65194 -0.08429
H 1.42147 0.61888 1.56290
H 2.20462 2.61131 3.26530
H 0.81484 1.53391 3.68918
H 1.24001 4.17325 4.59664
H -0.36414 3.33125 5.07297
H -0.19502 4.87837 4.26249
H -0.38524 2.55047 1.38990
H 0.48083 2.31151 0.01422